13 unconnected molecules or ions with the total composition C25H80N4O13. Source: OMol25; level of theory: wB97M-V/def2-TZVPD.

Computed properties:
* energy: -59793.07146 eV
* frontier orbital gap: 9.53 eV
* HOMO level: -0.3406 Eh
* energy relative to the best compared isomer or geometry (same formula, charge and spin): 143.9 kJ/mol
* F_max: 0.054 hartree/bohr

Geometry as ORCA input:
```
! RIJCOSX wB97M-V def2-TZVPD def2/J DEFGRID3
* xyz 0 1
C 11.701 8.518 15.322
C 10.388 8.626 16.079
C 9.940 10.102 16.243
O 8.765 10.147 17.018
C 8.073 11.408 17.122
N 9.489 7.752 15.378
H 11.504 8.635 14.256
H 12.189 7.561 15.507
H 12.408 9.316 15.547
H 10.483 8.176 17.067
H 9.740 10.463 15.234
H 10.700 10.700 16.746
H 8.720 12.019 17.752
H 7.135 11.248 17.654
H 7.953 11.863 16.139
H 9.811 6.832 15.640
H 8.590 7.737 15.838
C 13.403 12.483 16.743
C 13.967 11.695 17.964
C 13.726 12.404 19.349
O 12.445 12.487 19.886
C 12.391 12.916 21.217
N 13.336 10.408 17.990
H 12.316 12.534 16.680
H 13.814 12.196 15.775
H 13.673 13.527 16.903
H 15.034 11.639 17.751
H 13.979 13.456 19.211
H 14.362 11.927 20.094
H 11.477 13.416 21.538
H 13.166 13.612 21.542
H 12.354 12.042 21.867
H 13.462 9.989 18.900
H 12.366 10.663 17.873
C 14.052 19.456 17.169
C 12.750 18.648 16.960
C 12.946 17.095 16.824
O 13.824 16.620 15.814
C 13.291 16.896 14.568
N 11.717 19.090 17.924
H 14.728 19.336 16.322
H 14.533 19.135 18.093
H 13.747 20.496 17.292
H 12.374 19.058 16.022
H 11.954 16.650 16.753
H 13.310 16.741 17.788
H 12.304 16.465 14.396
H 13.885 16.497 13.745
H 13.265 17.968 14.374
H 11.834 18.707 18.851
H 10.778 18.764 17.746
C 13.969 12.913 12.718
C 12.739 12.308 12.034
C 11.552 12.240 13.005
O 11.409 13.556 13.506
C 10.245 13.789 14.273
N 12.448 13.162 10.895
H 14.256 12.249 13.533
H 13.836 13.878 13.206
H 14.865 12.918 12.097
H 12.973 11.275 11.779
H 11.725 11.528 13.812
H 10.643 11.898 12.510
H 10.000 13.126 15.103
H 9.308 13.932 13.734
H 10.403 14.744 14.773
H 12.532 14.080 11.308
H 11.461 13.113 10.689
C 9.726 8.815 11.873
O 8.976 9.213 13.050
H 9.208 9.251 11.018
H 10.758 9.164 11.856
H 9.814 7.752 11.646
H 9.146 8.677 13.828
C 7.100 12.185 12.669
O 8.132 11.574 12.005
H 7.004 13.232 12.384
H 6.159 11.668 12.480
H 7.276 12.013 13.731
H 8.295 10.734 12.440
C 16.058 9.298 12.512
O 14.829 9.359 13.268
H 16.786 10.098 12.645
H 16.457 8.330 12.816
H 15.858 9.307 11.441
H 15.018 9.440 14.206
C 17.768 13.882 12.433
O 17.934 12.518 12.378
H 16.732 14.204 12.326
H 17.919 14.259 13.444
H 18.477 14.486 11.866
H 17.504 12.324 11.542
C 11.490 11.481 8.234
O 12.874 11.679 8.567
H 10.899 12.390 8.124
H 11.342 10.959 7.289
H 10.978 10.882 8.988
H 12.804 12.308 9.289
C 13.070 8.518 10.341
O 13.016 7.962 11.606
H 13.345 9.572 10.381
H 13.851 7.973 9.812
H 12.104 8.438 9.844
H 13.732 8.275 12.164
C 15.791 11.642 9.634
O 17.116 11.344 10.026
H 14.968 11.456 10.323
H 15.842 12.683 9.313
H 15.692 11.004 8.755
H 17.682 11.615 9.300
C 7.200 15.706 14.776
O 8.274 15.747 15.689
H 7.124 14.700 14.364
H 6.317 15.873 15.393
H 7.333 16.440 13.981
H 8.121 15.189 16.455
C 9.361 14.563 10.676
O 9.466 13.233 10.235
H 9.366 14.661 11.762
H 10.270 15.078 10.364
H 8.442 15.103 10.447
H 8.935 12.666 10.798
*
```


A molecular structure, C4H5O6Sn. Source: OMol25; level of theory: wB97M-V/def2-TZVPD.

Computed properties:
* energy: -22337.03370 eV
* frontier orbital gap: 7.80 eV
* HOMO level: -0.5023 Eh
* energy relative to the best compared isomer or geometry (same formula, charge and spin): 0.0 kJ/mol
* F_max: 0.220 hartree/bohr

Geometry as ORCA input:
```
! RIJCOSX wB97M-V def2-TZVPD def2/J DEFGRID3
* xyz 1 1
O -1.564 0.788 -2.420
C -1.392 -0.236 -1.692
O -2.198 -1.208 -1.783
O -0.366 -0.338 -0.884
Sn -3.031 -0.156 -3.098
C 0.393 0.829 -0.575
C 1.396 0.896 0.528
H 0.884 1.145 -1.504
H -0.299 1.622 -0.123
H 2.254 0.249 0.302
O 0.806 0.405 1.809
C 0.688 -0.898 1.916
O 1.175 -1.706 1.147
O -0.290 -1.186 2.763
H -0.248 -2.121 3.001
H 1.792 1.915 0.612
*
```


A molecular structure, C11H23NO13S4Ti. Source: OMol25; level of theory: wB97M-V/def2-TZVPD.

Computed properties:
* energy: -106339.99025 eV
* frontier orbital gap (spin up / spin down): 2.56 / 3.97 eV
* HOMO level (spin up / spin down): 0.0957 / 0.0581 Eh
* F_max: 0.093 hartree/bohr

Geometry as ORCA input:
```
! RIJCOSX wB97M-V def2-TZVPD def2/J DEFGRID3
* xyz -3 4
Ti 1.253 0.413 1.257
S 0.733 2.085 3.557
O 0.706 1.588 4.928
O 2.034 1.715 2.946
O -0.337 1.345 2.834
O 0.522 3.536 3.513
S 1.439 -2.038 3.952
O 2.798 -1.836 4.531
O 1.298 -1.312 2.650
O 1.405 -3.490 3.720
O 0.424 -1.618 4.906
C -1.565 2.202 0.132
C -0.743 2.817 -0.980
O -1.458 2.448 -2.152
C -2.727 2.126 -1.830
O -3.550 1.817 -2.642
O -2.856 2.076 -0.501
H -1.597 2.814 1.028
H -1.107 1.222 0.297
H 0.221 2.305 -1.014
H -0.436 3.860 -0.874
C -4.059 -2.275 1.462
C -2.880 -1.366 1.162
C -1.585 -2.044 1.518
C -1.308 -3.314 0.874
N -1.079 -4.352 0.433
H -4.270 -2.322 2.532
H -3.911 -3.299 1.122
H -4.936 -1.785 1.030
H -2.970 -0.433 1.719
H -2.800 -1.067 0.112
H -1.585 -2.166 2.606
H -0.744 -1.378 1.328
C 2.835 2.639 -2.785
S 3.537 2.066 -1.214
O 2.373 1.843 -0.266
C 4.229 0.518 -1.819
H 1.804 2.926 -2.577
H 2.738 1.894 -3.578
H 3.407 3.469 -3.196
H 3.433 -0.057 -2.287
H 4.551 -0.048 -0.945
H 5.007 0.812 -2.519
C -0.305 -0.322 -3.182
S 1.032 -0.942 -2.086
O 0.747 -0.447 -0.674
C 0.581 -2.693 -2.214
H -0.272 0.747 -3.368
H -1.248 -0.592 -2.705
H -0.179 -0.850 -4.127
H -0.492 -2.832 -2.068
H 1.029 -3.252 -1.391
H 0.866 -3.156 -3.157
*
```


C4H10N2OS in the gas phase. Source: OMol25; level of theory: wB97M-V/def2-TZVPD.

Computed properties:
* energy: -20171.80091 eV
* structure (SMILES): NC[C@H](N)CSC=O
* frontier orbital gap: 9.72 eV
* HOMO level: -0.3317 Eh
* energy relative to the best compared isomer or geometry (same formula, charge and spin): 204.7 kJ/mol
* F_max: 0.065 hartree/bohr

Geometry as ORCA input:
```
! RIJCOSX wB97M-V def2-TZVPD def2/J DEFGRID3
* xyz 0 1
N 0.902 2.551 0.385
C 0.115 1.393 0.803
C 0.608 0.000 0.254
N 0.763 -0.023 -1.141
C -0.287 -1.094 0.905
S -2.106 -1.142 0.355
C -1.823 -2.066 -1.183
O -2.656 -2.231 -2.027
H 1.870 2.520 0.952
H 1.145 2.391 -0.646
H -0.046 1.206 1.886
H -0.891 1.403 0.470
H 1.651 -0.224 0.601
H -0.078 0.224 -1.586
H 1.625 0.420 -1.475
H 0.153 -1.979 0.634
H -0.106 -0.880 1.994
H -0.838 -2.469 -1.181
*
```


A molecular structure, C30H40AsCl3N3O2P2RuS5. Source: OMol25; level of theory: wB97M-V/def2-TZVPD.

Computed properties:
* energy: -214073.37623 eV
* frontier orbital gap (spin up / spin down): 3.97 / 3.97 eV
* HOMO level (spin up / spin down): -0.0188 / -0.0188 Eh
* energy relative to the best compared isomer or geometry (same formula, charge and spin): 67.5 kJ/mol
* F_max: 0.010 hartree/bohr

Geometry as ORCA input:
```
! RIJCOSX wB97M-V def2-TZVPD def2/J DEFGRID3
* xyz -2 2
Ru 0.884 -0.140 1.450
S 3.278 3.052 4.334
As 2.476 1.099 4.176
S 3.071 0.117 2.261
S 0.348 1.130 3.463
S 2.877 -0.114 5.855
C 0.132 -1.851 4.564
P 0.582 -1.949 2.825
C 1.980 -3.116 2.802
C -0.841 -2.967 2.258
C -0.854 -3.049 0.744
P -0.771 -1.310 0.193
C -0.455 -1.422 -1.597
C -2.522 -0.824 0.180
H -0.001 -2.876 4.925
H -0.802 -1.297 4.642
H 0.901 -1.347 5.147
H 1.678 -4.086 3.205
H 2.771 -2.683 3.415
H 2.361 -3.224 1.786
H -1.734 -2.436 2.611
H -0.815 -3.948 2.740
H -1.744 -3.543 0.348
H 0.033 -3.566 0.362
H -1.237 -2.029 -2.059
H 0.526 -1.851 -1.785
H -0.485 -0.412 -2.010
H -3.073 -1.465 -0.511
H -2.617 0.215 -0.133
H -2.941 -0.918 1.186
C 0.644 4.942 2.380
N 0.036 3.933 1.518
C 0.659 3.060 0.730
S -0.300 1.715 0.142
N 1.891 3.180 0.283
C 2.974 4.049 0.723
H -0.154 5.366 2.985
H 1.084 5.746 1.792
H 1.393 4.502 3.044
H -0.833 3.551 1.853
H 2.223 2.338 -0.210
H 2.749 5.101 0.546
H 3.835 3.776 0.115
H 3.220 3.886 1.775
Cl 1.460 2.367 -3.567
C 0.326 1.282 -4.293
C -0.928 1.792 -4.592
C -1.939 0.976 -5.068
C -1.687 -0.373 -5.249
C -0.430 -0.869 -4.973
Cl -0.156 -2.578 -5.222
C 0.628 -0.077 -4.493
N 1.828 -0.690 -4.192
C 3.135 -0.162 -4.274
C 3.517 0.568 -5.394
C 4.792 1.100 -5.480
C 5.699 0.876 -4.452
C 5.316 0.120 -3.354
C 4.038 -0.414 -3.243
C 3.609 -1.154 -2.008
C 2.774 -0.272 -1.057
O 1.994 -0.945 -0.307
O 2.950 0.950 -1.117
H -1.109 2.840 -4.398
H -2.918 1.384 -5.276
H -2.454 -1.047 -5.605
H 1.749 -1.648 -3.902
H 2.792 0.731 -6.183
H 5.076 1.686 -6.346
H 6.697 1.293 -4.501
H 6.014 -0.041 -2.540
H 4.477 -1.491 -1.437
H 3.023 -2.046 -2.237
Cl -9.285 -1.916 1.967
C -7.636 -1.420 2.389
C -6.909 -0.592 1.540
C -5.631 -0.199 1.863
C -4.963 -0.622 3.072
C -3.660 -0.285 3.368
C -5.784 -1.452 3.925
C -7.060 -1.834 3.588
H -7.363 -0.249 0.616
H -5.100 0.464 1.187
H -3.103 0.404 2.744
H -3.213 -0.542 4.321
H -5.364 -1.792 4.866
H -7.632 -2.463 4.262
*
```


A molecular structure, C11H15ClHoInNO3S. Source: OMol25; level of theory: wB97M-V/def2-TZVPD.

Computed properties:
* energy: -73610.81558 eV
* frontier orbital gap (spin up / spin down): 4.23 / 4.29 eV
* HOMO level (spin up / spin down): -0.0776 / -0.0797 Eh
* F_max: 0.097 hartree/bohr

Geometry as ORCA input:
```
! RIJCOSX wB97M-V def2-TZVPD def2/J DEFGRID3
* xyz -1 5
In 0.586 -0.453 -4.527
Cl 1.324 -2.355 -3.470
C 1.831 1.298 -4.552
C -1.176 -0.864 -5.675
H 1.701 1.719 -5.566
H 1.742 2.051 -3.774
H 2.830 0.839 -4.485
H -1.087 -0.244 -6.589
H -2.151 -0.813 -5.202
H -0.972 -1.913 -5.932
Ho -1.184 0.594 -0.298
C -2.802 -0.990 0.194
C -1.811 2.061 -1.844
H -3.745 -0.744 -0.320
H -2.555 -2.031 -0.063
H -3.026 -1.001 1.272
H -2.566 1.740 -2.640
H -1.145 2.873 -2.240
O 0.492 -2.305 1.130
C 0.742 -1.219 1.612
N 0.690 -0.049 0.854
S 0.893 1.372 1.709
O 1.992 2.206 1.455
O -0.475 1.946 1.535
C 1.027 0.501 3.221
C 0.973 1.066 4.481
C 1.002 0.238 5.607
C 1.019 -1.163 5.430
C 0.981 -1.715 4.146
C 1.009 -0.868 3.026
H 0.909 2.158 4.567
H 0.995 0.668 6.603
H 1.039 -1.804 6.324
H 0.920 -2.800 4.011
*
```


A gas-phase ion, C4H8NO2 (charge -2). Source: OMol25; level of theory: wB97M-V/def2-TZVPD.

Computed properties:
* energy: -9857.68208 eV
* frontier orbital gap (spin up / spin down): 3.79 / 6.82 eV
* HOMO level (spin up / spin down): 0.1323 / 0.0190 Eh
* energy relative to the best compared isomer or geometry (same formula, charge and spin): 276.8 kJ/mol
* F_max: 0.044 hartree/bohr

Geometry as ORCA input:
```
! RIJCOSX wB97M-V def2-TZVPD def2/J DEFGRID3
* xyz -2 2
C 0.487 0.550 0.183
C 0.098 0.016 -1.196
C 0.288 0.989 -2.339
O 0.402 0.623 -3.598
N 0.535 -0.491 1.270
C -0.764 -0.756 2.028
O -1.908 -0.536 1.422
H -0.330 1.177 0.532
H 1.479 0.971 0.124
H -0.954 -0.280 -1.118
H 0.526 -0.967 -1.490
H 0.476 2.057 -2.051
H 0.855 -1.341 0.840
H -0.595 -1.820 2.388
H -0.591 -0.191 3.006
*
```


2 unconnected molecules or ions with the total composition C4H8OS. Source: OMol25; level of theory: wB97M-V/def2-TZVPD.

Computed properties:
* energy: -17157.70665 eV
* structure (SMILES): C/C=C/S.C=O
* frontier orbital gap: 9.55 eV
* HOMO level: -0.3220 Eh
* energy relative to the best compared isomer or geometry (same formula, charge and spin): 264.7 kJ/mol
* F_max: 0.084 hartree/bohr

Geometry as ORCA input:
```
! RIJCOSX wB97M-V def2-TZVPD def2/J DEFGRID3
* xyz 0 1
C 1.221 -1.270 0.181
C -0.126 -0.881 -0.218
C -1.013 -0.234 0.535
S -2.565 0.348 -0.132
H 1.492 -2.349 0.075
H 1.544 -1.201 1.294
H 1.882 -0.564 -0.283
H -0.369 -1.200 -1.262
H -1.047 0.300 1.519
H -2.645 -0.675 -1.106
C 0.369 1.890 -0.105
O 1.543 1.713 0.008
H -0.337 1.913 0.662
H 0.051 2.210 -1.166
*
```


C3H6BrO2P in the gas phase. Source: OMol25; level of theory: wB97M-V/def2-TZVPD.

Computed properties:
* energy: -86633.24807 eV
* structure (SMILES): C=C(OC)OPBr
* frontier orbital gap: 9.32 eV
* HOMO level: -0.3218 Eh
* energy relative to the best compared isomer or geometry (same formula, charge and spin): 105.5 kJ/mol
* F_max: 0.095 hartree/bohr

Geometry as ORCA input:
```
! RIJCOSX wB97M-V def2-TZVPD def2/J DEFGRID3
* xyz 0 1
C -0.365 -1.716 -0.489
C 0.156 -0.527 -0.256
O 1.385 -0.085 -0.623
C 1.911 1.212 -0.256
O -0.481 0.411 0.521
P -1.890 0.747 1.261
Br -3.510 0.156 -0.114
H 0.359 -2.362 -0.977
H -1.356 -1.844 -0.277
H 2.874 1.323 -0.635
H 1.702 1.297 0.736
H 1.242 1.824 -0.879
H -2.028 -0.435 1.988
*
```


A gas-phase ion, C4H10NO (charge -1). Source: OMol25; level of theory: wB97M-V/def2-TZVPD.

Computed properties:
* energy: -7846.73424 eV
* structure (SMILES): CNCCC[O-]
* frontier orbital gap: 6.37 eV
* HOMO level: -0.0827 Eh
* energy relative to the best compared isomer or geometry (same formula, charge and spin): 77.4 kJ/mol
* F_max: 0.022 hartree/bohr

Geometry as ORCA input:
```
! RIJCOSX wB97M-V def2-TZVPD def2/J DEFGRID3
* xyz -1 1
C 1.818 0.205 0.654
N 1.355 0.403 -0.721
C 0.230 -0.527 -1.064
C -1.203 -0.086 -0.692
C -1.554 0.030 0.843
O -2.827 0.273 1.054
H 2.467 1.029 0.950
H 2.436 -0.700 0.678
H 1.024 0.074 1.384
H 0.926 1.320 -0.787
H 0.454 -1.432 -0.505
H 0.265 -0.606 -2.150
H -1.458 0.881 -1.137
H -1.946 -0.803 -1.051
H -1.122 -0.910 1.322
H -0.865 0.851 1.223
*
```


A molecular structure, C25H21GeIrN3O2S2. Source: OMol25; level of theory: wB97M-V/def2-TZVPD.

Computed properties:
* energy: -115846.28766 eV
* frontier orbital gap (spin up / spin down): 4.54 / 3.87 eV
* HOMO level (spin up / spin down): -0.4314 / -0.4310 Eh
* energy relative to the best compared isomer or geometry (same formula, charge and spin): 272.7 kJ/mol
* F_max: 0.090 hartree/bohr

Geometry as ORCA input:
```
! RIJCOSX wB97M-V def2-TZVPD def2/J DEFGRID3
* xyz 1 1
Ir -1.596 0.884 -0.313
N -3.768 1.406 -0.733
C -4.675 0.301 -0.374
C -4.429 -0.951 -1.203
C -3.175 -1.759 -0.776
O -3.217 -2.961 -0.786
O -2.140 -1.065 -0.461
H -4.026 2.229 -0.189
H -3.897 1.642 -1.718
H -5.715 0.610 -0.532
H -4.549 0.084 0.691
H -4.303 -0.698 -2.259
H -5.269 -1.638 -1.111
S -0.621 2.961 -0.542
C -1.255 3.580 0.959
S -2.097 2.397 1.865
C -1.078 4.906 1.311
C -0.185 5.699 0.567
N 0.574 6.295 -0.053
C -1.778 5.531 2.357
N -2.407 6.062 3.155
C 2.099 -1.636 -4.376
C 0.876 -2.077 -3.899
C 0.420 -1.652 -2.664
C 1.196 -0.790 -1.899
C 2.427 -0.356 -2.369
C 2.877 -0.787 -3.607
Ge 0.571 -0.365 -0.046
C 1.903 0.797 0.901
C 2.180 0.494 2.228
C 3.152 1.204 2.910
C 3.851 2.213 2.267
C 3.562 2.532 0.949
C 2.562 1.848 0.277
C 0.520 -2.095 0.938
C 1.719 -2.804 0.916
C 1.797 -4.045 1.518
C 0.688 -4.584 2.151
C -0.500 -3.873 2.190
C -0.583 -2.632 1.583
H 2.450 -1.955 -5.347
H 0.277 -2.758 -4.484
H -0.528 -2.008 -2.286
H 3.052 0.288 -1.769
H 3.844 -0.462 -3.959
H 1.647 -0.310 2.719
H 3.351 0.972 3.944
H 4.614 2.760 2.800
H 4.098 3.325 0.450
H 2.301 2.132 -0.734
H 2.589 -2.379 0.433
H 2.725 -4.595 1.495
H 0.744 -5.560 2.608
H -1.362 -4.279 2.696
H -1.511 -2.081 1.612
*
```